C21H39AsF9GeMgN2O2Te as an isolated structure. Source: the Open Molecules 2025 dataset; level of theory: wB97M-V/def2-TZVPD.

Each line ends with the Mulliken charge.
Geometry (Å):
Mg1 -1.064 0.991 0.430  3.542
C1 -3.819 0.940 -1.098  -1.004
N1 -2.744 1.888 -0.735  -0.048
C2 -3.350 2.989 0.051  -1.143
C3 -2.147 2.459 -1.962  -1.355
C4 -1.193 1.495 -2.649  -0.957
N2 -0.146 0.963 -1.722  1.158
C5 0.973 1.863 -1.671  0.567
C6 0.987 2.879 -0.720  -1.118
F1 -0.051 2.959 0.154  -0.410
C7 2.014 3.791 -0.605  0.262
F2 1.953 4.722 0.349  -0.349
C8 3.098 3.736 -1.460  -0.615
C9 3.102 2.752 -2.423  0.303
F3 4.112 2.665 -3.284  -0.316
C10 2.060 1.842 -2.538  -0.139
F4 2.119 0.943 -3.522  -0.340
H1 -4.625 1.463 -1.623  0.413
H2 -4.221 0.481 -0.199  0.163
H3 -3.435 0.157 -1.748  0.282
H4 -4.099 3.513 -0.551  0.425
H5 -2.581 3.692 0.363  0.235
H6 -3.830 2.584 0.937  0.321
H7 -1.633 3.384 -1.698  0.384
H8 -2.941 2.729 -2.669  0.574
H9 -0.729 2.004 -3.497  0.414
H10 -1.752 0.659 -3.071  0.765
H11 3.905 4.452 -1.389  0.520
F5 -1.230 1.243 4.799  -0.403
Te1 -2.371 0.847 3.383  1.942
F6 -3.521 0.207 2.018  -0.566
F7 -3.244 -0.316 4.507  -0.384
F8 -1.263 -0.617 2.926  -0.285
F9 -3.588 2.143 3.890  -0.394
O1 -1.503 1.885 2.177  -0.965
C11 1.582 2.228 3.121  -0.905
As1 1.830 0.576 2.182  0.576
C12 1.753 -0.869 3.437  -1.044
C13 3.583 0.603 1.404  -1.001
O2 0.728 0.386 0.942  -1.180
H12 2.104 2.181 4.075  0.494
H13 0.518 2.382 3.278  0.134
H14 1.990 3.041 2.526  0.301
H15 2.675 -0.878 4.016  0.473
H16 1.655 -1.801 2.884  0.268
H17 0.897 -0.742 4.095  0.267
H18 4.314 0.894 2.157  0.488
H19 3.584 1.329 0.591  0.165
H20 3.830 -0.381 1.013  0.336
C14 -2.102 -3.466 1.658  -1.612
C15 -1.292 -3.073 0.429  0.473
C16 -1.956 -1.970 -0.393  0.615
C17 -1.422 -1.852 -1.818  -1.408
Ge1 0.241 -0.892 -2.205  0.467
C18 1.904 -1.442 -1.340  0.218
C19 2.566 -2.632 -2.043  -1.146
C20 1.884 -3.970 -1.758  0.051
C21 2.124 -4.475 -0.339  -1.035
H21 -1.569 -4.199 2.265  0.438
H22 -3.055 -3.912 1.363  0.422
H23 -2.317 -2.606 2.287  0.124
H24 -1.156 -3.948 -0.213  0.448
H25 -0.285 -2.752 0.718  -0.504
H26 -1.843 -1.033 0.182  -1.113
H27 -3.037 -2.129 -0.418  0.759
H28 -2.174 -1.427 -2.488  0.446
H29 -1.250 -2.858 -2.212  0.714
H30 0.350 -0.898 -3.736  -0.198
H31 1.699 -1.650 -0.291  -0.118
H32 2.568 -0.574 -1.358  0.252
H33 3.610 -2.699 -1.720  0.447
H34 2.603 -2.453 -3.122  0.338
H35 2.248 -4.713 -2.470  0.425
H36 0.806 -3.889 -1.940  -0.102
H37 3.188 -4.660 -0.172  0.388
H38 1.591 -5.407 -0.149  0.373
H39 1.793 -3.754 0.413  -0.010

Computed properties:
Spin multiplicity   1
Net charge   +1
Highest occupied orbital energy   -12.586 eV
Frontier orbital gap   9.64 eV
Energy above the lowest of the compared OMol25 structures with the same formula, charge and spin   0.0000 eV
Lowest unoccupied orbital energy   -2.95 eV

C4H9NO in the gas phase at a distorted geometry. Source: the Open Molecules 2025 dataset; level of theory: wB97M-V/def2-TZVPD.

Each line ends with the Mulliken charge.
Geometry (Å):
O1 -1.706 -1.292 -0.207  -0.589
C1 -0.981 -0.411 0.884  -0.518
C2 -0.427 0.996 0.510  -0.432
N1 0.583 0.977 -0.550  -0.322
C3 1.788 0.235 -0.248  -0.267
C4 0.704 -0.419 -1.068  -0.492
H1 -2.209 -0.802 -0.898  0.320
H2 -0.148 -1.036 1.270  0.315
H3 -1.736 -0.334 1.656  0.347
H4 -1.250 1.592 0.123  0.280
H5 -0.075 1.539 1.418  0.350
H6 2.677 0.630 -0.761  0.227
H7 1.973 -0.044 0.787  0.201
H8 -0.136 -1.178 -0.791  0.356
H9 0.942 -0.452 -2.125  0.224

Computed properties:
Spin multiplicity   1
Highest occupied orbital energy   -8.898 eV
Frontier orbital gap   9.87 eV
Energy above the lowest of the compared OMol25 structures with the same formula, charge and spin   3.7604 eV
SMILES string   OCCN1CC1
Lowest unoccupied orbital energy   0.97 eV

C2H4N4O2 in the gas phase at a distorted geometry. Source: the Open Molecules 2025 dataset; level of theory: wB97M-V/def2-TZVPD.

Each line ends with the Mulliken charge.
Geometry (Å):
H1 -2.708 1.034 0.474  0.262
N1 -1.715 1.210 0.385  -0.563
C1 -0.801 0.425 0.346  0.455
O1 -0.809 -0.887 0.107  -0.327
C2 0.427 -1.336 -0.398  0.526
O2 0.575 -2.529 -0.519  -0.517
N2 1.121 -0.169 -0.375  -0.270
N3 0.543 0.755 0.480  0.193
N4 0.655 2.049 -0.080  -0.642
H2 2.006 -0.154 -0.096  0.271
H3 1.024 2.772 0.739  0.281
H4 -0.431 2.234 -0.369  0.334

Computed properties:
Spin multiplicity   1
Highest occupied orbital energy   -10.016 eV
Frontier orbital gap   10.81 eV
Energy above the lowest of the compared OMol25 structures with the same formula, charge and spin   2.3037 eV
SMILES string   [H]/N=c1\oc(=O)[nH]n1N
Lowest unoccupied orbital energy   0.80 eV

C44H56BMnN9O6P2Se as an isolated structure. Source: the Open Molecules 2025 dataset; level of theory: wB97M-V/def2-TZVPD.

Each line ends with the Mulliken charge.
Geometry (Å):
Mn1 0.113 -1.172 1.526  0.099
Se1 -3.194 -7.073 4.891  0.149
N1 -3.623 -6.063 3.472  -0.905
C1 -2.750 -5.097 3.402  0.825
C2 -2.764 -4.062 2.379  0.266
C3 -3.706 -3.997 1.380  -1.327
C4 -3.633 -2.963 0.441  -0.672
C5 -2.601 -2.044 0.538  0.235
N2 -1.650 -2.070 1.477  0.557
C6 -1.728 -3.080 2.427  -0.062
C7 -0.747 -3.071 3.412  -0.693
N3 0.198 -2.047 3.336  0.995
C8 1.141 -2.020 4.303  -0.477
C9 1.238 -2.929 5.327  -1.181
C10 0.296 -3.982 5.395  -0.854
C11 -0.691 -4.051 4.452  0.639
C12 -1.715 -5.095 4.436  0.820
N4 -1.777 -6.055 5.312  -0.908
H1 -4.491 -4.741 1.343  0.513
H2 -4.359 -2.863 -0.353  0.572
H3 -2.527 -1.238 -0.182  -0.084
H4 1.858 -1.208 4.233  0.333
H5 2.025 -2.826 6.059  0.454
H6 0.336 -4.726 6.180  0.525
N5 1.567 3.880 4.292  -0.086
C13 0.273 3.183 4.077  -0.357
C14 -0.886 3.776 4.811  -1.562
P1 1.212 1.249 0.940  0.299
O1 2.149 0.025 1.356  -0.860
O2 1.813 2.553 0.688  -0.565
O3 0.407 0.585 -0.253  1.067
P2 0.550 1.579 3.673  1.484
O4 -0.503 0.655 4.389  -0.778
O5 2.013 1.230 3.731  -1.116
O6 0.120 1.203 2.099  0.033
H7 1.649 4.743 3.753  0.351
H8 2.310 3.231 3.991  0.347
H9 1.738 4.105 5.278  0.338
H10 -1.081 4.813 4.516  0.395
H11 -0.771 3.758 5.905  0.382
H12 -1.795 3.220 4.584  0.295
H13 2.471 0.227 2.269  0.552
H14 -0.565 -0.241 3.984  0.155
C15 -2.269 -2.482 -3.694  -1.511
C16 -2.155 -0.964 -3.865  1.350
C17 -2.629 -0.567 -5.268  -1.768
C18 -2.927 -0.225 -2.786  0.451
C19 -4.261 -0.551 -2.564  -0.317
C20 -4.985 0.050 -1.551  -1.599
C21 -4.377 0.986 -0.733  -0.387
C22 -3.053 1.364 -0.930  0.252
C23 -2.429 2.413 -0.028  3.154
C24 -2.906 3.811 -0.426  -1.982
C25 -2.702 2.134 1.450  -1.983
C26 -2.346 0.766 -1.979  0.393
N6 -1.013 1.200 -2.258  0.637
B1 0.215 1.129 -1.541  0.025
N7 1.214 1.725 -2.360  0.913
C27 0.576 2.151 -3.531  -1.253
C28 -0.730 1.851 -3.470  -1.347
C29 2.623 1.898 -2.183  0.097
C30 3.463 0.774 -2.165  -0.037
C31 4.828 0.986 -2.013  -1.016
C32 5.348 2.265 -1.900  -1.593
C33 4.501 3.356 -1.910  -0.493
C34 3.125 3.194 -2.034  0.781
C35 2.225 4.414 -1.962  1.362
C36 2.471 5.211 -0.679  -1.528
C37 2.407 5.314 -3.188  -1.579
C38 2.906 -0.626 -2.357  3.749
C39 2.535 -0.864 -3.825  -1.575
C40 3.831 -1.732 -1.860  -2.141
H15 -1.742 -2.990 -4.506  0.471
H16 -3.309 -2.809 -3.724  0.328
H17 -1.855 -2.820 -2.745  0.210
H18 -1.101 -0.694 -3.776  -0.501
H19 -3.636 -0.948 -5.455  0.378
H20 -1.967 -0.984 -6.028  0.459
H21 -2.660 0.514 -5.397  0.336
H22 -4.732 -1.303 -3.184  0.367
H23 -6.019 -0.223 -1.386  0.359
H24 -4.944 1.439 0.069  0.443
H25 -1.348 2.388 -0.171  -1.269
H26 -3.982 3.912 -0.262  0.392
H27 -2.707 4.012 -1.480  0.376
H28 -2.399 4.571 0.171  0.424
H29 -3.764 2.218 1.685  0.457
H30 -2.169 2.862 2.067  0.432
H31 -2.370 1.134 1.732  0.218
H32 1.122 2.648 -4.314  0.586
H33 -1.507 2.051 -4.186  0.613
H34 5.501 0.140 -1.993  0.373
H35 6.416 2.407 -1.795  0.367
H36 4.910 4.353 -1.801  0.412
H37 1.190 4.072 -1.937  -0.432
H38 3.471 5.648 -0.669  0.370
H39 2.360 4.571 0.196  0.226
H40 1.755 6.032 -0.609  0.435
H41 3.433 5.684 -3.245  0.328
H42 1.742 6.177 -3.130  0.449
H43 2.197 4.786 -4.119  0.323
H44 1.997 -0.708 -1.765  -1.703
H45 3.423 -0.793 -4.458  0.334
H46 1.807 -0.134 -4.183  0.264
H47 2.109 -1.862 -3.947  0.419
H48 4.729 -1.819 -2.476  0.568
H49 3.306 -2.687 -1.910  0.319
H50 4.134 -1.564 -0.825  0.400
C41 2.108 -4.286 1.825  -1.226
C42 1.407 -3.870 0.583  -0.006
N8 0.872 -2.696 0.319  1.076
C43 0.352 -2.783 -0.958  -0.041
C44 0.585 -4.015 -1.473  -1.101
N9 1.261 -4.694 -0.484  0.083
H51 2.153 -3.450 2.513  -0.066
H52 3.126 -4.613 1.600  0.461
H53 1.582 -5.103 2.322  0.345
H54 -0.160 -1.948 -1.408  -0.051
H55 0.336 -4.464 -2.417  0.543
H56 1.577 -5.647 -0.524  0.209

Computed properties:
Spin multiplicity   2
Highest occupied orbital energy (alpha / beta)   -4.458 / -5.092 eV
Frontier orbital gap (alpha / beta)   4.53 / 5.16 eV
Lowest unoccupied orbital energy (alpha / beta)   0.07 / 0.07 eV

C19H21KN4O as an isolated structure at a distorted geometry. Source: the Open Molecules 2025 dataset; level of theory: wB97M-V/def2-TZVPD.

Each line ends with the Mulliken charge.
Geometry (Å):
K1 10.838 7.903 8.330  0.899
C1 11.904 7.164 11.744  -0.900
N1 10.599 6.642 11.328  0.449
C2 10.547 5.198 11.319  -0.775
C3 9.573 4.748 10.199  0.422
C4 8.341 4.119 10.481  -0.741
C5 7.528 3.727 9.372  -0.362
C6 7.978 3.909 8.045  -0.765
C7 9.120 4.690 7.985  0.137
N2 9.921 4.992 8.955  -0.314
C8 9.407 7.337 11.883  -1.124
C9 8.221 7.694 11.024  0.656
C10 6.958 7.506 11.630  -0.736
C11 5.821 7.681 10.874  -0.571
C12 5.961 8.395 9.724  -0.435
C13 7.234 8.650 9.219  -0.333
N3 8.369 8.160 9.776  0.082
C14 13.039 6.743 10.838  0.558
C15 14.001 5.796 11.167  -0.377
C16 15.046 5.530 10.280  -0.410
C17 15.174 6.250 9.115  -0.427
C18 14.234 7.256 8.866  -0.262
N4 13.156 7.423 9.671  -0.396
H1 12.224 6.885 12.779  0.273
H2 11.869 8.269 11.744  0.449
H3 10.168 4.802 12.236  0.353
H4 11.537 4.747 11.183  0.368
H5 7.965 4.072 11.515  0.303
H6 6.565 3.422 9.650  0.449
H7 7.574 3.599 7.103  0.466
H8 9.449 5.320 6.935  0.158
H9 9.743 8.277 12.337  0.471
H10 9.004 6.739 12.720  0.193
H11 7.014 7.315 12.688  0.424
H12 4.874 7.388 11.238  0.492
H13 5.107 8.761 9.142  0.338
H14 7.354 9.134 8.236  0.343
H15 14.002 5.290 12.154  0.339
H16 15.774 4.778 10.519  0.412
H17 16.077 6.031 8.475  0.296
H18 14.432 8.025 8.083  0.342
C19 9.015 6.652 5.193  -0.726
O1 9.871 6.053 6.163  -0.693
H19 8.919 6.031 4.292  0.251
H20 9.444 7.630 4.935  0.210
H21 7.967 6.897 5.537  0.215

Computed properties:
Spin multiplicity   1
Highest occupied orbital energy   -5.413 eV
Frontier orbital gap   5.36 eV
Energy above the lowest of the compared OMol25 structures with the same formula, charge and spin   1.3914 eV
Lowest unoccupied orbital energy   -0.05 eV

- Which of these has the highest spin multiplicity?
  C44H56BMnN9O6P2Se

- Which value of spin multiplicity does entry 1 give?
  1

What did the third record say?
C2H4N4O2 in the gas phase at a distorted geometry. Source: the Open Molecules 2025 dataset; level of theory: wB97M-V/def2-TZVPD.

Each line ends with the Mulliken charge.
Geometry (Å):
H1 -2.708 1.034 0.474  0.262
N1 -1.715 1.210 0.385  -0.563
C1 -0.801 0.425 0.346  0.455
O1 -0.809 -0.887 0.107  -0.327
C2 0.427 -1.336 -0.398  0.526
O2 0.575 -2.529 -0.519  -0.517
N2 1.121 -0.169 -0.375  -0.270
N3 0.543 0.755 0.480  0.193
N4 0.655 2.049 -0.080  -0.642
H2 2.006 -0.154 -0.096  0.271
H3 1.024 2.772 0.739  0.281
H4 -0.431 2.234 -0.369  0.334

Computed properties:
Spin multiplicity   1
Highest occupied orbital energy   -10.016 eV
Frontier orbital gap   10.81 eV
Energy above the lowest of the compared OMol25 structures with the same formula, charge and spin   2.3037 eV
SMILES string   [H]/N=c1\oc(=O)[nH]n1N
Lowest unoccupied orbital energy   0.80 eV

- Which formula does entry 5 have?
  C19H21KN4O